1.
Formula: C8H11N3O2S
Source: OMol25
Level of theory: ωB97M-V with the def2-TZVPD basis set

Structure (XYZ):
```
25
Properties=species:S:1:pos:R:3:forces:R:3
C 0.400171 1.843886 -2.266976 0.4 1.0 -0.1
C -1.016993 1.930980 -2.245441 1.2 -0.9 0.9
C 1.168413 1.194783 -1.315165 0.4 0.4 -0.1
C -1.621112 1.243422 -1.206894 1.2 -0.4 -0.4
C 0.512714 0.498524 -0.279008 -0.2 0.9 -0.6
C -0.871494 0.584684 -0.203599 0.1 0.7 -1.1
C 1.253606 -0.224658 0.704831 4.5 -2.1 -2.5
C 1.199211 0.006615 2.123761 0.6 -0.7 1.2
N -1.529443 0.013839 0.832071 -3.2 -0.4 0.4
N -0.563881 -2.373308 0.065896 2.9 0.8 2.2
N 2.278421 -1.040721 0.171991 -1.9 1.7 4.7
O -0.924439 -1.802485 2.416774 1.1 -0.1 2.2
O -2.818148 -2.241405 0.953855 0.9 2.1 0.6
S -1.446913 -1.706412 1.106566 -3.6 -3.3 -2.7
H 1.047986 2.381954 -2.943504 -0.6 0.3 -0.5
H -1.622893 2.478669 -2.958690 0.3 -0.2 -0.2
H 2.281743 1.444697 -1.325542 -1.6 -1.0 0.1
H -2.633710 0.943695 -1.268948 -1.2 0.5 0.3
H 0.475938 -0.839583 2.397099 0.0 1.0 0.6
H 0.878392 1.015666 2.324163 -0.9 0.0 0.1
H 2.114498 -0.116301 2.775034 -0.6 -0.4 -1.3
H -2.571750 0.204301 0.739320 1.7 -0.3 0.4
H -0.879328 -2.380064 -0.850379 -1.1 0.1 -1.8
H 2.209004 -1.471248 -0.718842 -0.4 -0.3 -0.6
H 2.680007 -1.589528 0.971627 -0.1 0.5 -1.7
```
Positions in Å, forces in eV/Å.

Largest force on an atom in eV/Å: 5.59
E_tot in Ha: -1024.27223
Kohn-Sham gap in eV: 7.37
Relative energy (zero: lowest compared OMol25 entry of this formula, charge and spin) in kJ/mol: 410.5



2.
Formula: C8H11N3S
Source: OMol25
Level of theory: ωB97M-V with the def2-TZVPD basis set

Structure (XYZ):
```
23
Properties=species:S:1:pos:R:3:forces:R:3
C -2.852548 0.083276 0.240673 -3.6 -1.2 -3.2
C 2.482284 -0.327109 -0.301157 -0.2 0.1 -0.7
C -0.843005 -0.839259 1.252611 -1.7 0.3 0.1
C -0.579430 -1.852751 0.135720 -0.3 1.1 1.2
C -1.669592 0.453195 0.800400 2.7 0.1 4.1
C -0.806678 1.404445 0.037379 -0.2 0.7 -2.6
C 3.863877 -0.026027 -0.090127 1.6 -0.2 -1.0
C -1.300283 1.742454 -1.397599 -2.0 -1.2 2.4
N -3.806976 -0.214564 -0.332760 0.2 0.0 0.5
N 1.537977 -0.993047 -0.415055 0.4 0.6 0.6
N 0.456351 -1.432983 -0.769224 -1.9 -1.0 -1.7
S 0.588219 2.024978 0.533698 0.2 0.0 0.6
H -1.475827 -1.299941 2.034225 0.4 0.0 -0.3
H 0.046886 -0.470507 1.700735 0.8 0.2 0.5
H -0.393912 -2.799834 0.675566 -0.1 0.0 -0.7
H -1.528547 -1.830532 -0.429125 0.6 -0.9 -0.1
H -2.095339 0.840611 1.791610 1.4 0.3 -0.9
H 4.589658 0.004281 -0.981175 -1.5 -0.7 0.9
H 4.180226 -0.792131 0.623910 0.7 0.6 0.2
H 3.903609 0.996251 0.215019 0.4 0.5 1.1
H -0.718784 2.420842 -1.899069 1.2 2.6 -0.4
H -2.400440 1.953063 -1.333437 1.0 0.2 -0.4
H -1.177731 0.955295 -2.092822 -0.2 -1.8 -0.2
```
Positions in Å, forces in eV/Å.

Largest force on an atom in eV/Å: 4.97
E_tot in Ha: -873.71645
Kohn-Sham gap in eV: 7.94
Relative energy (zero: lowest compared OMol25 entry of this formula, charge and spin) in kJ/mol: 465.8



3.
Formula: C8H11N5O
Source: OMol25
Level of theory: ωB97M-V with the def2-TZVPD basis set

Structure (XYZ):
```
25
Properties=species:S:1:pos:R:3:forces:R:3
C 2.712031 -1.240052 2.388826 0.7 1.0 2.4
C 1.263530 -1.871010 0.449990 1.4 2.7 0.9
C -0.068947 -2.926027 -1.034321 0.4 -1.2 -0.4
C -0.518202 -0.742162 -0.715676 0.3 2.7 1.5
C -0.890544 1.749196 -1.115186 -0.1 -0.2 1.6
C -2.055065 2.619347 -0.698142 0.5 1.7 -0.9
C -2.498695 3.683410 -1.396863 -0.5 -1.3 -0.6
C 0.520807 -0.653003 0.309573 -1.4 -0.5 -0.7
H 3.648636 -1.647280 2.814124 -0.3 0.3 -0.4
H 2.862659 -0.166950 2.205598 -0.1 -0.5 0.0
H 1.986678 -1.331707 3.253413 0.2 0.0 -1.1
H 2.587641 -2.977583 1.249962 0.3 1.1 0.1
H -0.304653 -3.910348 -1.569296 0.2 1.6 0.8
H -1.915130 0.000956 -1.785558 -0.8 0.3 -0.9
H 0.001516 1.813534 -0.436148 -1.0 0.4 -0.8
H -0.631751 2.075900 -2.088190 0.6 0.2 -1.2
H -2.519880 2.481503 0.246316 -0.2 -0.5 0.8
H -2.273292 3.955079 -2.436512 0.7 -0.3 0.5
H -3.392122 4.199322 -1.084435 0.0 0.2 0.5
N 2.414973 -1.952259 1.210719 -1.3 -2.6 -1.1
N 0.986496 -2.975665 -0.206460 -1.4 -0.8 -1.2
N -0.806111 -1.865273 -1.337870 0.1 -1.3 -0.3
N -1.272809 0.353234 -1.119873 1.3 -1.9 0.8
N 0.629857 0.412250 1.279790 -2.1 -0.3 0.6
O -0.467623 0.915588 1.616221 2.4 -0.9 -1.0
```
Positions in Å, forces in eV/Å.

Structure (SMILES): C=CCNc1ncnc(NC)c1N=O
Largest force on an atom in eV/Å: 3.15
E_tot in Ha: -660.34747
Kohn-Sham gap in eV: 8.09
Relative energy (zero: lowest compared OMol25 entry of this formula, charge and spin) in kJ/mol: 353.5